Entry 1:
Entry from the Open Molecules 2025 dataset: a cluster of 5 separate species, C24H45BClNO13S4 in total (ωB97M-V/def2-TZVPD).

```
! wB97M-V def2-TZVPD RIJCOSX def2/J DEFGRID3
* xyz 0 1
C 1.50 -1.00 3.81
C 0.88 -0.72 2.68
C 0.08 -0.59 1.26
B -0.33 0.98 0.97
Cl 0.28 1.82 -0.56
C -1.25 1.77 2.08
C -2.85 1.72 1.71
C -3.70 1.92 3.06
O -3.08 2.42 4.08
N -5.14 1.65 3.25
C -5.60 0.42 2.56
C -7.07 0.44 1.94
C -7.69 -0.81 1.21
C -6.83 -2.13 1.04
C -5.35 -2.21 1.64
C -4.79 -0.92 2.41
H 2.13 -1.44 4.67
H -0.84 -1.28 1.36
H 0.84 -0.98 0.47
H -0.96 2.89 2.10
H -1.02 1.24 3.09
H -3.02 0.72 1.17
H -3.13 2.55 0.95
H -5.72 2.46 2.95
H -7.72 1.40 2.06
H -8.76 -0.75 0.79
H -7.24 -3.05 0.47
H -4.69 -3.16 1.55
H -3.72 -0.98 2.84
C -2.83 -6.34 -2.97
C -1.83 -5.97 -1.89
O -1.61 -4.57 -1.83
S -2.74 -3.64 -1.13
C -1.77 -2.16 -1.03
O -2.98 -4.13 0.21
O -3.81 -3.42 -2.06
H -3.83 -5.97 -2.72
H -2.89 -7.43 -3.08
H -2.55 -5.89 -3.93
H -2.14 -6.36 -0.91
H -0.87 -6.43 -2.13
H -0.93 -2.33 -0.35
H -2.41 -1.36 -0.63
H -1.42 -1.89 -2.02
C 7.34 -1.63 8.87
C 5.86 -1.32 8.69
O 5.65 -0.32 7.70
S 5.77 -0.74 6.14
C 5.06 0.74 5.46
O 4.88 -1.84 5.88
O 7.16 -0.78 5.77
H 7.75 -2.11 7.98
H 7.49 -2.30 9.72
H 7.91 -0.71 9.03
H 5.30 -2.22 8.46
H 5.47 -0.92 9.63
H 4.01 0.80 5.77
H 5.12 0.67 4.37
H 5.62 1.60 5.82
C -0.19 4.52 -2.71
C 1.25 4.82 -2.33
O 2.07 4.97 -3.48
S 1.99 6.36 -4.31
C 3.44 6.11 -5.31
O 2.23 7.46 -3.41
O 0.83 6.32 -5.17
H -0.65 5.38 -3.20
H -0.78 4.28 -1.83
H -0.24 3.68 -3.42
H 1.31 5.70 -1.68
H 1.65 3.97 -1.76
H 4.31 6.10 -4.66
H 3.50 6.94 -6.01
H 3.33 5.17 -5.85
C 2.80 0.85 -5.80
C 1.37 0.95 -5.30
O 0.53 -0.02 -5.91
S 0.61 -1.55 -5.41
C -0.86 -2.13 -6.22
O 0.39 -1.59 -3.98
O 1.75 -2.18 -6.02
H 3.26 -0.09 -5.48
H 3.41 1.67 -5.41
H 2.83 0.86 -6.89
H 1.33 0.86 -4.21
H 0.97 1.94 -5.56
H -1.72 -1.63 -5.79
H -0.93 -3.21 -6.05
H -0.78 -1.92 -7.29
*
```

## Properties
max |F|	6.7	eV/Å
frontier orbital gap	8.125	eV
SMILES	C#CCB(Cl)CCC(=O)Nc1ccccc1.CCOS(C)(=O)=O.CCOS(C)(=O)=O.CCOS(C)(=O)=O.CCOS(C)(=O)=O

Entry 2:
Entry from the Open Molecules 2025 dataset: a structure of composition C24H45BeNP2Si (ωB97M-V/def2-TZVPD).

```
! wB97M-V def2-TZVPD RIJCOSX def2/J DEFGRID3
* xyz 0 1
P -1.07 0.46 -2.71
P -0.46 -3.40 1.48
C -0.46 -1.08 -2.05
C -1.40 -2.84 0.06
H 0.61 -1.14 -2.28
H -1.07 -1.92 -2.39
H -2.44 -2.47 0.24
H -1.26 -3.37 -0.88
C 0.66 -4.50 0.58
H 1.60 -4.61 1.13
H 0.91 -4.16 -0.43
H 0.16 -5.47 0.54
C -1.84 -4.09 2.37
H -2.13 -4.97 1.81
H -2.65 -3.35 2.39
H -1.47 -4.30 3.39
C -0.57 0.40 -4.41
H -0.33 1.42 -4.73
H -1.41 -0.03 -4.97
H 0.30 -0.25 -4.47
C -2.82 0.62 -2.37
H -3.10 0.32 -1.36
H -3.37 -0.01 -3.06
H -3.16 1.65 -2.52
Be -0.46 -1.47 -0.38
C -2.49 -5.10 -1.51
C -1.22 -5.39 -1.88
C -0.83 -5.71 -3.28
C -1.40 -4.76 -4.34
C -1.59 -3.36 -3.86
C -2.76 -2.92 -3.34
C -3.95 -3.84 -3.21
C -3.64 -5.18 -2.48
C -0.10 1.61 -1.70
H -2.80 -4.93 -0.47
H -0.46 -5.62 -1.14
H -1.17 -6.74 -3.52
H 0.27 -5.69 -3.35
H -0.70 -4.74 -5.19
H -2.37 -5.16 -4.71
H -0.77 -2.68 -4.15
H -2.97 -1.86 -3.18
H -4.33 -4.09 -4.21
H -4.75 -3.32 -2.67
H -4.55 -5.46 -1.92
H -3.41 -5.96 -3.23
H -0.47 1.54 -0.66
H -0.22 2.64 -2.11
H 0.95 1.26 -1.69
C -2.42 0.52 1.59
Si -0.61 0.31 2.07
C -0.05 2.10 2.58
C -0.47 -0.63 3.69
N 0.33 -0.43 0.72
C 1.70 -0.30 0.88
C 2.57 -0.63 -0.17
C 3.96 -0.63 0.01
C 4.53 -0.29 1.24
C 3.69 0.07 2.29
C 2.32 0.07 2.10
H -2.89 1.03 2.45
H -2.91 -0.45 1.42
H -2.52 1.16 0.69
H -0.71 2.40 3.42
H 1.00 2.15 2.94
H -0.17 2.79 1.73
H -1.11 -1.52 3.71
H 0.55 -0.96 3.94
H -0.81 0.04 4.51
H 2.19 -0.90 -1.15
H 4.62 -0.89 -0.83
H 5.62 -0.29 1.41
H 4.07 0.39 3.25
H 1.70 0.33 2.95
*
```

## Properties
energy above the lowest of the compared OMol25 structures with the same formula, charge and spin	0.000	eV
max |F|	4.5	eV/Å
frontier orbital gap	6.196	eV